No. 1
Here is a molecular structure, C42H37Br3MnN3O3P from the Open Molecules 2025 dataset. Energies are from ωB97M-V with the def2-TZVPD basis set.

Geometry as XYZ:
```
90
Properties=species:S:1:pos:R:3
Mn -0.706 0.804 -0.117
O -0.025 3.793 0.157
N 0.603 2.632 0.558
C 1.787 2.872 0.947
C 2.767 1.926 1.514
C 3.768 2.565 2.255
C 4.743 1.856 2.931
C 4.739 0.473 2.872
C 3.771 -0.173 2.122
C 2.783 0.525 1.426
P 1.634 -0.435 0.368
C 1.357 -1.930 1.385
C 1.295 -3.199 0.818
C 0.943 -4.297 1.593
C 0.659 -4.140 2.941
C 0.724 -2.878 3.514
C 1.059 -1.777 2.741
C 2.720 -1.030 -0.980
C 4.109 -0.951 -1.001
C 4.820 -1.405 -2.104
C 4.157 -1.947 -3.193
C 2.770 -2.025 -3.186
C 2.061 -1.558 -2.092
H -0.976 3.638 0.370
H 2.096 3.917 0.946
H 3.762 3.647 2.311
H 5.495 2.381 3.504
H 5.489 -0.104 3.398
H 3.777 -1.255 2.071
H 1.524 -3.340 -0.231
H 0.893 -5.278 1.139
H 0.378 -4.995 3.541
H 0.491 -2.741 4.562
H 1.074 -0.792 3.192
H 4.647 -0.518 -0.169
H 5.900 -1.324 -2.114
H 4.717 -2.296 -4.051
H 2.241 -2.430 -4.039
H 0.978 -1.581 -2.103
C -1.623 -2.037 -2.189
C -1.900 -2.309 -0.740
C -2.455 -3.553 -0.358
C -2.740 -3.794 0.951
C -2.497 -2.794 1.920
C -2.773 -2.920 3.302
Br -3.474 -4.543 3.996
C -2.534 -1.884 4.157
C -1.985 -0.687 3.682
Br -1.613 0.706 4.909
C -1.635 -0.489 2.351
O -1.062 0.573 1.908
C -1.938 -1.587 1.458
N -1.638 -1.377 0.146
H -2.550 -2.092 -2.764
H -0.936 -2.780 -2.601
H -1.216 -1.035 -2.321
H -2.649 -4.300 -1.116
H -3.161 -4.742 1.260
H -2.756 -1.984 5.211
Br 4.911 2.138 -3.335
C 3.080 1.698 -3.480
C 2.541 1.282 -4.683
C 1.187 0.991 -4.715
C 0.443 1.120 -3.553
N 0.972 1.509 -2.394
C 2.267 1.797 -2.363
H 3.161 1.195 -5.565
H 0.710 0.671 -5.632
H -0.623 0.922 -3.541
H 2.686 2.115 -1.414
C -4.764 3.477 2.007
C -3.554 2.696 1.542
O -2.385 3.528 1.476
H -5.643 2.831 2.016
H -4.957 4.317 1.338
H -4.621 3.864 3.019
H -3.696 2.317 0.532
H -3.350 1.846 2.198
H -2.100 3.712 2.377
C -4.341 2.491 -3.110
C -4.477 1.291 -2.428
C -3.436 0.824 -1.630
C -2.220 1.510 -1.474
C -2.128 2.718 -2.187
C -3.158 3.206 -2.985
H -5.147 2.865 -3.731
H -5.396 0.722 -2.510
H -3.596 -0.111 -1.097
H -1.216 3.304 -2.122
H -3.037 4.148 -3.509
```

- Energy relative to the best compared isomer or geometry (same formula, charge and spin): 0.0 kcal/mol
- Highest occupied orbital energy (spin up / spin down): -7.1 / -7.3 eV
- Multiplicity: 6
- Orbital gap (spin up / spin down): 7.032 / 7.192 eV

---

No. 2
Here is C4H8N2O in the gas phase from the Open Molecules 2025 dataset. Energies are from ωB97M-V with the def2-TZVPD basis set.

Geometry as XYZ:
```
15
Properties=species:S:1:pos:R:3
C -1.221 0.829 -0.649
C -2.125 0.170 0.332
C 0.246 0.322 -0.839
C 2.040 -0.670 0.660
N 0.701 -0.686 0.082
N 0.422 -0.996 -1.294
O -1.873 -0.609 1.201
H -1.782 0.961 -1.686
H -1.283 1.804 -0.245
H 0.002 -0.994 0.806
H -3.096 0.557 0.241
H 0.844 1.279 -1.111
H 2.891 -0.703 -0.031
H 2.050 0.310 1.256
H 2.183 -1.575 1.278
```

- Energy relative to the best compared isomer or geometry (same formula, charge and spin): 121.7 kcal/mol
- Highest occupied orbital energy: -7.5 eV
- Orbital gap: 8.291 eV

---

No. 3
Here is a gas-phase ion, C14H7Cl4O7S2 (charge -1) from the Open Molecules 2025 dataset. Energies are from ωB97M-V with the def2-TZVPD basis set.

Geometry as XYZ:
```
34
Properties=species:S:1:pos:R:3
C 0.567 -0.312 -0.849
O -0.454 -1.383 -0.388
C -0.149 -2.567 0.137
O -0.124 -2.799 1.482
C -0.121 -1.475 1.894
C 1.092 -0.878 2.252
Cl 2.581 -1.707 1.951
C 1.112 0.390 2.805
Cl 2.563 1.189 3.184
C -0.132 1.161 2.990
O -0.131 2.363 3.273
C -1.379 0.408 2.735
Cl -2.837 1.207 3.072
C -1.346 -0.844 2.154
Cl -2.804 -1.651 1.728
S -1.663 -3.791 -0.470
O -2.142 -4.527 0.681
O -2.554 -3.048 -1.336
C -0.807 -5.039 -1.482
C -1.478 -6.144 -1.993
C -0.725 -7.173 -2.569
C 0.672 -7.093 -2.601
C 1.329 -5.974 -2.083
C 0.565 -4.939 -1.543
S 1.324 -3.545 -0.675
O 1.945 -2.686 -1.667
O 2.106 -4.199 0.353
H 0.595 -0.401 -1.935
H 0.121 0.626 -0.513
H 1.537 -0.501 -0.380
H -2.562 -6.183 -1.925
H -1.238 -8.043 -2.978
H 1.263 -7.907 -3.020
H 2.414 -5.895 -2.071
```

- Energy relative to the best compared isomer or geometry (same formula, charge and spin): 0.0 kcal/mol
- Total charge: -1
- Highest occupied orbital energy: -3.9 eV
- Orbital gap: 6.199 eV

---

No. 4
Here is 6 unconnected molecules or ions with the total composition C20H45NO9 from the Open Molecules 2025 dataset. Energies are from ωB97M-V with the def2-TZVPD basis set.

Geometry as XYZ:
```
75
Properties=species:S:1:pos:R:3
O -0.051 -3.514 -2.607
C 0.108 -4.368 -3.650
N 0.476 -5.184 -4.728
C 0.703 -4.216 -5.867
O 0.403 -4.642 -7.259
C 0.575 -3.388 -8.063
O -0.291 -2.744 -8.850
C 2.139 -2.997 -7.636
C 2.138 -3.439 -6.024
O 3.271 -4.356 -5.669
H -0.095 -3.362 -5.707
H 2.948 -3.653 -8.217
H 2.260 -1.834 -7.678
H 2.031 -2.489 -5.320
H 3.361 -4.329 -4.670
C -0.077 1.729 -1.291
C 0.307 0.992 -2.564
C -0.893 0.293 -3.183
O 1.313 0.027 -2.266
H -0.464 1.034 -0.537
H 0.799 2.217 -0.850
H -0.839 2.489 -1.489
H 0.733 1.698 -3.284
H -1.310 -0.453 -2.496
H -0.600 -0.244 -4.091
H -1.680 1.010 -3.438
H 0.943 -0.604 -1.627
C 2.695 5.888 1.900
C 2.047 4.521 1.746
C 2.803 3.459 2.529
O 2.022 4.162 0.367
H 3.722 5.880 1.517
H 2.149 6.640 1.321
H 2.716 6.199 2.949
H 1.009 4.565 2.093
H 3.833 3.365 2.169
H 2.332 2.478 2.400
H 2.826 3.697 3.597
H 2.940 4.121 0.051
C 1.776 0.568 5.259
C 1.137 1.578 6.199
C -0.348 1.306 6.379
O 1.316 2.891 5.673
H 1.321 0.616 4.264
H 2.842 0.784 5.129
H 1.670 -0.451 5.644
H 1.638 1.544 7.172
H -0.878 1.380 5.423
H -0.797 2.048 7.048
H -0.518 0.309 6.797
H 0.874 2.931 4.809
C -2.102 -6.640 -0.295
C -2.207 -5.329 0.467
C -3.388 -4.501 -0.015
O -1.005 -4.584 0.292
H -1.949 -6.461 -1.365
H -1.241 -7.220 0.054
H -3.006 -7.244 -0.168
H -2.314 -5.533 1.538
H -3.280 -4.245 -1.076
H -3.444 -3.555 0.533
H -4.330 -5.041 0.120
H -0.902 -4.398 -0.656
C -2.874 4.351 1.718
C -2.017 3.131 2.013
C -2.853 1.985 2.560
O -1.012 3.477 2.963
H -3.359 4.719 2.629
H -2.257 5.172 1.337
H -3.647 4.122 0.978
H -1.506 2.810 1.098
H -3.338 2.268 3.501
H -2.222 1.118 2.779
H -3.626 1.684 1.845
H -1.456 3.763 3.778
```

- Energy relative to the best compared isomer or geometry (same formula, charge and spin): 107.9 kcal/mol
- Highest occupied orbital energy: -10.0 eV
- Orbital gap: 8.974 eV

---

No. 5
Here is 2 unconnected molecules or ions with the total composition C3H3O3 from the Open Molecules 2025 dataset. Energies are from ωB97M-V with the def2-TZVPD basis set.

Geometry as XYZ:
```
9
Properties=species:S:1:pos:R:3
C 0.387 0.980 0.940
C -1.481 -2.175 0.257
C 0.746 0.997 -0.553
O -2.155 -2.116 1.211
O 0.663 2.060 1.493
O -0.738 -2.573 -0.536
H 0.991 1.932 -0.933
H -0.158 0.456 -1.095
H 1.745 0.440 -0.784
```

- Energy relative to the best compared isomer or geometry (same formula, charge and spin): 62.4 kcal/mol
- Total charge: -1
- Highest occupied orbital energy: -1.2 eV
- Orbital gap: 4.595 eV

---

No. 6
Here is a molecular structure, C17H18LiN4 from the Open Molecules 2025 dataset. Energies are from ωB97M-V with the def2-TZVPD basis set.

Geometry as XYZ:
```
40
Properties=species:S:1:pos:R:3
Li 0.369 -0.502 -0.463
C -0.922 -3.300 -1.833
C -1.915 -2.620 -0.952
C -3.246 -3.040 -0.903
C -4.120 -2.373 -0.065
C -3.653 -1.300 0.677
C -2.318 -0.925 0.547
N -1.477 -1.587 -0.252
C -1.749 0.240 1.244
C -2.465 1.046 2.132
C -1.822 2.130 2.706
C -0.499 2.388 2.390
C 0.150 1.534 1.497
N -0.483 0.503 0.955
C 1.544 1.709 1.062
C 2.321 2.788 1.473
C 3.604 2.917 0.968
C 4.073 1.960 0.089
C 3.245 0.887 -0.249
C 3.716 -0.187 -1.174
N 2.011 0.783 0.220
H -1.177 -4.345 -1.978
H 0.069 -3.215 -1.390
H -0.907 -2.821 -2.811
H -3.591 -3.865 -1.507
H -5.154 -2.669 0.007
H -4.326 -0.770 1.330
H -3.495 0.839 2.369
H -2.349 2.777 3.393
H 0.000 3.236 2.828
H 1.929 3.517 2.162
H 4.221 3.757 1.254
H 5.062 2.047 -0.332
H 4.783 -0.351 -1.053
H 3.541 0.107 -2.208
H 3.173 -1.107 -0.966
N 0.438 -0.112 -2.512
H 1.120 -0.699 -2.980
H 0.732 0.846 -2.661
H -0.434 -0.223 -3.015
```

- Total charge: +1
- Highest occupied orbital energy: -11.7 eV
- Orbital gap: 8.617 eV

---

No. 7
Here is a molecular structure, C2H5Cl3N2 from the Open Molecules 2025 dataset. Energies are from ωB97M-V with the def2-TZVPD basis set.

Geometry as XYZ:
```
12
Properties=species:S:1:pos:R:3
C 0.798 -0.404 0.501
C -0.758 0.349 -0.450
N 1.681 0.615 0.650
N -1.559 -0.743 -0.877
Cl 1.437 -1.604 -0.630
Cl -0.110 1.257 -1.764
Cl -1.229 1.335 1.014
H 0.391 -0.830 1.353
H 1.605 1.389 0.061
H 1.453 1.037 1.548
H -1.205 -1.706 -0.610
H -2.504 -0.696 -0.796
```

- Energy relative to the best compared isomer or geometry (same formula, charge and spin): 25.2 kcal/mol
- Highest occupied orbital energy: -9.1 eV
- Orbital gap: 9.647 eV

---

No. 8
Here is a gas-phase ion, C21H27 (charge +1) from the Open Molecules 2025 dataset. Energies are from ωB97M-V with the def2-TZVPD basis set.

Geometry as XYZ:
```
48
Properties=species:S:1:pos:R:3
C 1.668 3.266 0.838
C 0.670 2.144 0.525
C 1.381 0.942 0.045
C -0.355 1.928 1.690
C -1.174 3.119 1.084
C -0.557 2.677 -0.305
C -1.328 1.516 -0.839
C -2.058 1.675 -2.084
C -1.468 0.395 0.004
C -1.077 0.609 1.453
H 1.215 4.210 1.176
H 2.369 2.926 1.631
H 2.271 3.478 -0.057
H 0.673 0.170 -0.225
H 1.962 1.170 -0.852
H 2.018 0.533 0.825
H 0.042 2.136 2.690
H -2.258 3.140 1.199
H -0.763 4.084 1.407
H -0.328 3.511 -0.985
H -1.537 2.414 -2.732
H -2.194 0.739 -2.654
H -3.072 2.092 -1.910
H -2.548 -0.043 -0.076
H -0.551 -0.219 1.964
H -2.076 0.719 1.939
C -0.392 -1.232 -1.886
C 1.070 -1.703 -1.639
C 1.068 -2.102 -0.205
C -0.136 -2.030 0.382
C -1.154 -1.320 -0.504
C -2.422 -2.257 -0.662
C -2.861 -3.043 0.410
C -3.984 -3.864 0.305
C -4.702 -3.964 -0.878
C -4.282 -3.194 -1.954
C -3.172 -2.359 -1.865
H -0.430 -0.281 -2.502
H -0.836 -2.094 -2.467
H 1.322 -2.564 -2.300
H 1.809 -0.922 -1.896
H 1.992 -2.526 0.236
H -0.369 -2.456 1.370
H -2.303 -3.060 1.352
H -4.319 -4.431 1.179
H -5.613 -4.596 -0.952
H -4.860 -3.231 -2.892
H -2.852 -1.808 -2.768
```

- Energy relative to the best compared isomer or geometry (same formula, charge and spin): 65.6 kcal/mol
- Total charge: +1
- Highest occupied orbital energy: -12.2 eV
- Orbital gap: 7.115 eV

---

No. 9
Here is a molecular structure, C42H52N3O5S3W from the Open Molecules 2025 dataset. Energies are from ωB97M-V with the def2-TZVPD basis set.

Geometry as XYZ:
```
106
Properties=species:S:1:pos:R:3
W 0.472 0.566 0.475
C -1.395 0.645 -3.723
C -0.560 1.079 -2.561
N -0.289 0.193 -1.639
N -0.790 -1.072 -1.988
C -1.144 -1.797 -1.003
S -0.887 -1.466 0.673
S -1.961 -3.340 -1.187
C -2.680 -3.238 -2.850
C -3.940 -2.415 -2.912
C -4.964 -2.594 -1.987
C -6.115 -1.828 -2.059
C -6.260 -0.876 -3.060
C -5.257 -0.711 -3.999
C -4.103 -1.482 -3.925
C -0.173 2.494 -2.470
C -0.461 3.416 -3.494
C -0.146 4.753 -3.372
C 0.467 5.227 -2.216
C 0.803 4.350 -1.205
C 0.492 3.004 -1.359
O 0.915 2.181 -0.381
H -2.358 0.333 -3.312
H -0.963 -0.225 -4.212
H -1.557 1.430 -4.448
H -2.865 -4.285 -3.102
H -1.922 -2.864 -3.535
H -4.857 -3.328 -1.196
H -6.904 -1.973 -1.333
H -7.156 -0.273 -3.110
H -5.369 0.018 -4.792
H -3.329 -1.366 -4.674
H -0.937 3.095 -4.405
H -0.386 5.432 -4.178
H 0.692 6.280 -2.110
H 1.291 4.675 -0.296
C 2.083 -0.936 -0.325
C 2.837 0.277 -0.156
C 2.810 0.579 1.234
C 2.065 -0.496 1.864
C 1.836 -1.531 0.951
C 1.823 -3.005 1.289
C 1.039 -3.363 2.550
C 1.463 -3.902 0.110
C 3.330 -3.230 1.596
C 3.655 1.476 2.149
C 4.132 2.794 1.547
C 4.880 0.584 2.463
C 2.998 1.823 3.493
C 3.626 0.828 -1.353
C 3.190 0.136 -2.654
C 3.553 2.343 -1.613
C 5.090 0.406 -1.099
H 1.978 -1.460 -1.261
H 1.938 -0.581 2.931
H -0.037 -3.295 2.414
H 1.324 -2.735 3.396
H 1.277 -4.392 2.821
H 0.478 -3.704 -0.299
H 1.479 -4.940 0.441
H 2.196 -3.807 -0.694
H 3.634 -2.721 2.511
H 3.966 -2.886 0.778
H 3.501 -4.300 1.725
H 4.749 2.669 0.662
H 4.737 3.306 2.295
H 3.289 3.446 1.312
H 5.407 0.264 1.565
H 4.586 -0.305 3.023
H 5.575 1.152 3.082
H 2.234 2.585 3.391
H 3.786 2.215 4.137
H 2.565 0.966 4.007
H 2.115 0.219 -2.827
H 3.470 -0.919 -2.682
H 3.698 0.625 -3.485
H 2.825 2.563 -2.393
H 4.522 2.691 -1.971
H 3.285 2.930 -0.745
H 5.162 -0.634 -0.773
H 5.579 1.034 -0.357
H 5.645 0.502 -2.032
C -4.402 -2.779 4.868
C -4.047 -1.836 3.754
C -3.246 -0.722 3.983
C -2.929 0.155 2.957
C -3.409 -0.096 1.683
C -4.215 -1.197 1.425
C -4.530 -2.055 2.465
S -3.028 0.973 0.333
O -3.844 2.147 0.478
O -3.117 0.196 -0.874
N -1.474 1.481 0.500
C -1.373 2.769 1.191
C -0.101 2.780 1.978
O 0.521 3.732 2.326
O 0.366 1.488 2.197
H -3.824 -2.570 5.767
H -4.222 -3.814 4.578
H -5.459 -2.693 5.123
H -2.868 -0.535 4.980
H -2.295 1.009 3.154
H -4.565 -1.386 0.419
H -5.157 -2.917 2.270
H -2.196 2.953 1.885
H -1.365 3.607 0.491
```

- Energy relative to the best compared isomer or geometry (same formula, charge and spin): 0.0 kcal/mol
- Total charge: +1
- Highest occupied orbital energy: -10.9 eV
- Orbital gap: 6.408 eV

---

no.,F_max (hartree/bohr)
1,0.0025
2,0.0467
3,0.0843
4,0.2168
5,0.0762
6,0.0174
7,0.1129
8,0.0666
9,0.0134